1.
{
  "formula": "C37H46F4N8O2Tl",
  "method": "wB97M-V/def2-TZVPD",
  "symbols": ["Tl", "C", "N", "C", "C", "C", "N", "C", "C", "F", "C", "F", "C", "C", "F", "C", "F", "H", "H", "H", "H", "H", "H", "H", "H", "H", "H", "H", "C", "N", "C", "C", "N", "C", "C", "C", "C", "C", "C", "C", "C", "C", "N", "C", "N", "C", "C", "N", "C", "C", "C", "N", "C", "C", "H", "H", "H", "H", "H", "H", "H", "H", "H", "H", "H", "H", "H", "H", "H", "H", "H", "H", "H", "H", "H", "H", "H", "H", "H", "H", "H", "H", "H", "H", "O", "C", "O", "C", "C", "C", "C", "C", "C", "H", "H", "H", "H", "H"],
  "positions_angstrom": [[0.3089, 0.9467, 0.1140], [-2.7293, 2.4929, -0.4466], [-1.6092, 2.5325, 0.4998], [-2.1645, 2.3656, 1.8532], [-0.8296, 3.7789, 0.3915], [0.0984, 3.7441, -0.8227], [1.1431, 2.7125, -0.7219], [2.4077, 3.0963, -0.2667], [3.2391, 2.2574, 0.4867], [2.8403, 0.9925, 0.7851], [4.4974, 2.6145, 0.9228], [5.1860, 1.7214, 1.6403], [5.0406, 3.8465, 0.6370], [4.2649, 4.6852, -0.1326], [4.7362, 5.8809, -0.4930], [3.0073, 4.3282, -0.5840], [2.3935, 5.2074, -1.3989], [-3.5224, 3.1743, -0.1193], [-3.1320, 1.4827, -0.4916], [-2.4184, 2.7922, -1.4434], [-2.9361, 3.1224, 2.0336], [-1.3836, 2.4899, 2.5977], [-2.6019, 1.3732, 1.9526], [-0.2191, 3.8580, 1.2924], [-1.4919, 4.6519, 0.3451], [0.5303, 4.7296, -0.9378], [-0.4775, 3.5587, -1.7308], [6.0246, 4.1315, 0.9762], [-2.5351, -0.2540, -4.3693], [-2.1147, 0.2175, -3.0478], [-1.0050, 1.1440, -3.1108], [-2.2745, -0.6142, -1.9701], [-1.4515, -0.5628, -0.9592], [-1.7005, -1.3481, 0.2015], [-2.9164, -1.3135, 0.8303], [-3.1738, -2.1002, 1.9691], [-2.1947, -2.9005, 2.4727], [-0.8962, -2.9003, 1.9041], [0.1417, -3.6375, 2.5283], [1.4238, -3.5415, 2.0857], [1.7262, -2.7130, 0.9863], [0.7463, -2.0319, 0.3231], [1.1174, -1.1456, -0.7403], [1.7209, -1.6588, -1.7834], [2.4464, -0.9068, -2.6590], [3.0250, 0.3662, -2.2846], [2.3528, -1.1300, -4.0959], [1.6636, -2.9871, -2.1255], [0.5490, -3.8556, -1.8104], [2.8662, -3.6973, -2.5398], [-0.6197, -2.1090, 0.7626], [-3.3067, -1.5259, -2.1465], [-4.6604, -1.0290, -2.3376], [-3.2395, -2.9097, -1.7159], [-2.2303, 0.4938, -5.0976], [-3.6105, -0.3725, -4.4510], [-2.0577, -1.2037, -4.6230], [-1.2798, 2.0088, -3.7156], [-0.1197, 0.6761, -3.5549], [-0.7380, 1.4990, -2.1273], [-3.7014, -0.6872, 0.4224], [-4.1516, -2.0685, 2.4313], [-2.3786, -3.5203, 3.3414], [-0.1017, -4.2448, 3.3908], [2.2197, -4.0771, 2.5853], [2.7536, -2.5906, 0.6650], [3.4764, 0.2874, -1.3005], [2.3077, 1.1899, -2.2918], [3.8141, 0.5995, -2.9990], [1.8216, -2.0511, -4.3092], [3.3498, -1.1859, -4.5359], [1.8196, -0.3017, -4.5729], [-0.3463, -3.2662, -1.6558], [0.7274, -4.4617, -0.9184], [0.3849, -4.5201, -2.6616], [3.7018, -3.0102, -2.6283], [2.7125, -4.1964, -3.4992], [3.1150, -4.4581, -1.7944], [-4.6529, 0.0494, -2.4829], [-5.2664, -1.2534, -1.4531], [-5.1375, -1.4986, -3.2011], [-2.2092, -3.2126, -1.5732], [-3.6716, -3.5323, -2.5026], [-3.7852, -3.0917, -0.7872], [0.7903, 2.2380, 2.4954], [0.4427, 1.1293, 2.9025], [0.0202, 0.1993, 2.0907], [0.4098, 0.7934, 4.3484], [1.0404, 1.6405, 5.2538], [1.0117, 1.3447, 6.6066], [0.3428, 0.2127, 7.0543], [-0.2921, -0.6306, 6.1519], [-0.2533, -0.3461, 4.7963], [1.5472, 2.5215, 4.8847], [1.5074, 1.9964, 7.3132], [0.3170, -0.0133, 8.1124], [-0.8121, -1.5105, 6.5070], [-0.7305, -0.9982, 4.0765]],
  "lowdin_charge": [1.176, -0.063, -0.287, -0.052, -0.168, -0.195, -0.090, -0.168, -0.171, 0.028, -0.211, 0.110, 0.085, -0.210, 0.112, -0.134, 0.084, 0.105, 0.074, 0.078, 0.106, 0.079, 0.093, 0.117, 0.140, 0.117, 0.097, 0.143, -0.024, -0.121, -0.054, -0.351, 0.109, -0.254, -0.050, -0.052, -0.030, -0.160, -0.024, -0.046, -0.015, -0.263, 0.094, -0.351, -0.143, -0.032, -0.040, -0.148, -0.029, -0.038, -0.087, -0.161, -0.058, -0.031, 0.094, 0.072, 0.103, 0.107, 0.093, 0.009, 0.114, 0.114, 0.120, 0.119, 0.113, 0.130, 0.087, 0.071, 0.103, 0.087, 0.098, 0.086, 0.060, 0.101, 0.103, 0.094, 0.094, 0.097, 0.094, 0.092, 0.093, 0.069, 0.102, 0.090, 0.011, -0.574, -0.084, -0.129, -0.007, -0.064, -0.071, -0.065, -0.006, 0.121, 0.108, 0.108, 0.106, 0.102],
  "de_lowest_kj_mol": 0.0,
  "charge": 1,
  "homo_energy_ev": -10.29,
  "mol_weight_g_mol": 915.20
}

2.
{
  "formula": "C10H21B2F9NO2S",
  "method": "wB97M-V/def2-TZVPD",
  "symbols": ["C", "B", "O", "B", "C", "C", "C", "C", "C", "F", "F", "C", "F", "F", "S", "F", "F", "F", "F", "F", "H", "H", "H", "H", "H", "H", "H", "H", "H", "H", "H", "H", "H", "H", "C", "C", "O", "N", "C", "H", "H", "H", "H", "H", "H", "H"],
  "positions_angstrom": [[4.6421, -3.7611, 0.6408], [4.5173, -2.3603, -0.1120], [5.3842, -1.3973, 0.4190], [3.4530, -2.0414, -1.4187], [2.4413, -0.7438, -1.1752], [1.8393, -0.6517, 0.2383], [0.3746, -0.1405, 0.2833], [-0.6030, -1.3070, 0.4852], [-1.9428, -1.0451, -0.1520], [-2.5784, -0.0324, 0.4951], [-1.8236, -0.6987, -1.4477], [-2.8446, -2.3226, -0.1199], [-2.7724, -2.8900, 1.0923], [-2.3751, -3.1911, -1.0190], [-4.7186, -2.1021, -0.4695], [-5.0302, -3.4938, 0.2372], [-4.8845, -1.3507, 0.9216], [-4.4999, -0.7253, -1.2191], [-4.6422, -2.8510, -1.8629], [-6.2752, -1.9279, -0.6945], [5.0235, -4.5291, -0.0412], [3.6303, -4.0829, 0.9109], [5.2613, -3.7432, 1.5454], [5.1706, -0.5476, 0.0208], [4.1940, -1.7912, -2.3931], [2.8092, -3.0583, -1.7218], [2.9571, 0.1944, -1.4198], [1.6127, -0.8168, -1.8945], [1.8799, -1.6378, 0.7135], [2.4292, 0.0493, 0.8356], [0.1746, 0.3792, -0.6531], [0.2481, 0.5811, 1.0848], [-0.2046, -2.2343, 0.0680], [-0.7996, -1.4351, 1.5495], [-1.9642, 3.7530, 1.0854], [-0.5222, 3.8186, 0.6295], [0.1986, 2.8420, 0.6495], [-0.0576, 5.0220, 0.1814], [-0.7697, 6.2750, 0.0809], [-2.1644, 2.7319, 1.3962], [-2.1442, 4.4279, 1.9238], [-2.6447, 4.0156, 0.2743], [0.9062, 4.9928, -0.1124], [-0.8012, 6.6275, -0.9524], [-0.2934, 7.0480, 0.6883], [-1.7908, 6.1519, 0.4281]],
  "lowdin_charge": [-0.066, -0.520, 0.046, -0.446, -0.259, -0.226, -0.188, -0.078, -0.484, 0.097, 0.121, -0.430, 0.118, 0.137, 0.781, -0.143, -0.138, -0.131, -0.138, -0.133, 0.046, 0.043, 0.035, 0.069, 0.029, 0.027, 0.070, 0.068, 0.097, 0.104, 0.102, 0.082, 0.140, 0.133, -0.004, -0.533, 0.053, 0.004, -0.091, 0.076, 0.080, 0.084, 0.139, 0.080, 0.079, 0.067],
  "de_lowest_kj_mol": 0.0,
  "charge": -1,
  "homo_energy_ev": -3.68,
  "mol_weight_g_mol": 411.96
}

3.
{
  "formula": "C4H14N3",
  "method": "wB97M-V/def2-TZVPD",
  "symbols": ["N", "C", "N", "H", "H", "H", "H", "H", "H", "C", "C", "C", "N", "H", "H", "H", "H", "H", "H", "H", "H"],
  "positions_angstrom": [[-0.7197, -3.2517, -0.3786], [0.0036, -2.4086, 0.5548], [-0.6605, -1.1938, 1.0645], [-1.6538, -3.4748, -0.0507], [-0.8646, -2.7790, -1.2644], [0.2733, -3.0320, 1.4061], [0.9412, -2.1171, 0.0766], [-1.1044, -0.7681, 0.2501], [-1.4712, -1.4922, 1.6017], [-0.8265, 2.4595, 0.6765], [0.5727, 2.5075, 0.0790], [1.3308, 0.5015, -1.0705], [0.6820, 1.5904, -1.0668], [-1.5703, 2.5492, -0.1161], [-0.9638, 1.4974, 1.1744], [-0.9697, 3.2867, 1.3671], [0.8310, 3.4995, -0.2962], [1.3437, 2.2318, 0.7906], [1.4170, -0.0783, -1.9810], [1.7656, 0.1675, -0.1314], [0.1023, 1.8042, -1.8754]],
  "lowdin_charge": [0.005, -0.371, -0.012, 0.072, 0.056, 0.113, 0.083, 0.044, 0.072, -0.052, -0.177, 0.169, 0.047, 0.086, 0.063, 0.094, 0.138, 0.130, 0.131, 0.125, 0.184],
  "de_lowest_kj_mol": 200.9,
  "charge": 1,
  "homo_energy_ev": -12.48,
  "mol_weight_g_mol": 104.18
}

4.
{
  "formula": "C25H40BrClGeN3O4SSi3TeW",
  "method": "wB97M-V/def2-TZVPD",
  "symbols": ["W", "O", "Cl", "O", "O", "O", "N", "C", "N", "C", "C", "C", "C", "C", "C", "H", "H", "H", "H", "H", "H", "Br", "C", "C", "C", "C", "C", "N", "H", "H", "H", "H", "Te", "C", "C", "C", "C", "S", "H", "H", "H", "C", "Si", "C", "C", "Ge", "Si", "C", "C", "C", "Si", "C", "C", "C", "H", "H", "H", "H", "H", "H", "H", "H", "H", "H", "H", "H", "H", "H", "H", "H", "H", "H", "H", "H", "H", "H", "H", "H", "H", "H", "H"],
  "positions_angstrom": [[-1.4369, 0.7961, -0.9284], [-1.5896, 2.6846, 0.2498], [-3.1538, 2.8280, 0.0772], [-3.3739, 1.2610, -0.2141], [0.0517, 0.8533, 0.0323], [-1.4213, 1.8455, -2.2517], [-2.7262, -1.6990, 2.2045], [-1.9737, -0.8798, 1.4796], [-2.1281, -1.0622, 0.1726], [-3.0549, -2.1221, 0.0522], [-3.5532, -2.8203, -1.0524], [-4.4477, -3.8447, -0.8140], [-4.8426, -4.1992, 0.4835], [-4.3330, -3.5473, 1.5854], [-3.4357, -2.5169, 1.3352], [-2.7504, -1.7244, 3.2123], [-1.3187, -0.1467, 1.9222], [-3.2445, -2.6083, -2.0661], [-4.8477, -4.3959, -1.6541], [-5.5468, -5.0077, 0.6207], [-4.6127, -3.8268, 2.5918], [1.4295, 1.5468, -2.9850], [0.8557, -0.2346, -2.9368], [1.6169, -1.1315, -3.6759], [1.3189, -2.4777, -3.6381], [0.2600, -2.8967, -2.8472], [-0.4570, -1.9528, -2.1539], [-0.1976, -0.6252, -2.1924], [2.4445, -0.7533, -4.2574], [1.9105, -3.1843, -4.2047], [-0.0145, -3.9381, -2.7618], [-1.2722, -2.2589, -1.5270], [-3.8378, 0.0119, -2.8481], [-3.4210, -1.0238, -4.5558], [-2.1941, -1.3094, -5.1276], [-2.3113, -1.9871, -6.3532], [-3.6201, -2.2109, -6.6984], [-4.7066, -1.5956, -5.5512], [-1.2539, -1.0051, -4.6917], [-1.4768, -2.2898, -6.9678], [-3.9885, -2.7107, -7.5809], [1.2754, -1.8798, 2.6829], [2.4192, -0.7702, 1.6870], [4.0248, -0.4998, 2.6012], [2.6989, -1.5224, -0.0073], [1.4515, 1.3983, 1.3293], [3.0360, 2.9417, 0.3713], [4.3526, 2.0496, -0.6100], [2.2097, 4.3187, -0.5811], [3.7946, 3.6200, 1.9461], [0.3147, 2.3992, 3.2123], [-1.3021, 1.5550, 3.6681], [0.0318, 4.2165, 2.9046], [1.5297, 2.1190, 4.6076], [1.8298, -2.7456, 3.0531], [0.4568, -2.2613, 2.0671], [0.8558, -1.3683, 3.5528], [4.5111, -1.4619, 2.7798], [3.8660, -0.0264, 3.5721], [4.7209, 0.1205, 2.0332], [3.2318, -2.4727, 0.0771], [3.2880, -0.8630, -0.6470], [1.7435, -1.7188, -0.5014], [3.9572, 1.5223, -1.4766], [4.8843, 1.3299, 0.0166], [5.0886, 2.7741, -0.9686], [1.8883, 4.0200, -1.5789], [2.9214, 5.1404, -0.6971], [1.3392, 4.7075, -0.0504], [4.1471, 2.8396, 2.6238], [3.0973, 4.2588, 2.4911], [4.6605, 4.2335, 1.6831], [-2.0588, 1.6161, 2.8830], [-1.7099, 2.0615, 4.5471], [-1.1481, 0.5106, 3.9529], [-0.5969, 4.3880, 2.0304], [0.9759, 4.7418, 2.7495], [-0.4566, 4.6704, 3.7704], [1.6784, 1.0557, 4.8086], [1.1414, 2.5746, 5.5223], [2.5049, 2.5667, 4.4099]],
  "lowdin_charge": [1.569, -0.694, 1.092, -0.820, -0.677, -0.532, 0.187, -0.169, -0.055, -0.224, -0.085, -0.042, -0.042, 0.020, -0.163, 0.184, 0.084, 0.049, 0.121, 0.122, 0.128, 0.960, -0.695, -0.089, -0.007, -0.018, -0.139, -0.092, 0.115, 0.133, 0.130, 0.068, 1.271, -1.019, -0.223, -0.155, -0.371, 0.986, 0.083, 0.116, 0.087, -0.205, 0.377, -0.197, -0.195, 0.773, 0.356, -0.214, -0.201, -0.207, 0.378, -0.209, -0.199, -0.202, 0.044, 0.014, 0.021, 0.046, 0.031, 0.022, 0.049, 0.026, 0.005, -0.016, 0.024, 0.048, -0.010, 0.048, 0.028, 0.027, 0.019, 0.051, 0.013, 0.052, 0.021, 0.016, 0.022, 0.048, 0.028, 0.049, 0.024],
  "de_lowest_kj_mol": 0.0,
  "spin_multiplicity": 2,
  "s2": 0.764,
  "charge": 2,
  "homo_energy_ev": [-13.34, -13.42],
  "mol_weight_g_mol": 1062.34
}

5.
{
  "formula": "C3H5NO",
  "method": "wB97M-V/def2-TZVPD",
  "symbols": ["C", "C", "N", "C", "O", "H", "H", "H", "H", "H"],
  "positions_angstrom": [[-0.5299, -1.2067, 0.5898], [-1.1306, 0.0391, 0.5943], [-0.7548, 0.8409, -0.4080], [0.5642, 0.6771, -0.4807], [1.1636, 0.8875, -1.6696], [-0.4242, -1.7244, -0.3567], [-0.5633, -1.8524, 1.4632], [-1.6582, 0.4578, 1.4491], [1.2235, 0.8300, 0.3770], [2.1098, 1.0512, -1.5584]],
  "lowdin_charge": [-0.004, -0.274, 0.043, -0.270, 0.058, 0.056, 0.040, 0.103, 0.140, 0.108],
  "de_lowest_kj_mol": 236.5,
  "smiles": "C=C/N=C/O",
  "charge": 0,
  "homo_energy_ev": -8.70,
  "mol_weight_g_mol": 71.08
}

6.
{
  "formula": "C4H6O2",
  "method": "wB97M-V/def2-TZVPD",
  "symbols": ["C", "C", "O", "C", "C", "O", "H", "H", "H", "H", "H", "H"],
  "positions_angstrom": [[-1.6193, -0.7885, 0.0654], [-0.3142, -0.3502, -0.5996], [0.0724, -0.8164, -1.6479], [0.5185, 0.4886, 0.3200], [1.8985, 0.9437, -0.1114], [2.4947, 1.8257, 0.4609], [-1.7618, -0.4306, 1.0945], [-1.6584, -1.8817, 0.0707], [-2.4372, -0.4022, -0.5390], [-0.0161, 1.3005, 0.8208], [0.4804, -0.3341, 1.0582], [2.3425, 0.4451, -0.9926]],
  "lowdin_charge": [-0.022, -0.469, 0.083, -0.088, -0.226, 0.052, 0.081, 0.092, 0.087, 0.136, 0.143, 0.129],
  "de_lowest_kj_mol": 110.9,
  "smiles": "CC(=O)CC=O",
  "charge": 0,
  "homo_energy_ev": -9.81,
  "mol_weight_g_mol": 86.09
}

Calculated values (Ha) of E_tot for the records, taken in order: -2597.75521, -1945.57571, -324.78832, -8154.27333, -247.21714, -306.46405.